Molecular formula: C4H4Cl2O2S
Method: DFT, wB97M-V/def2-TZVPD

Results
HOMO-LUMO gap ... 0.39324 hartree
E_tot ... -1623.79796 Ha
SMILES ... O=S1(=O)C(Cl)=CC[C@@H]1Cl
Relative energy (zero: lowest compared OMol25 entry of this formula, charge and spin) ... 0.00 kcal/mol
Molar mass ... 187.05 g/mol
Multiplicity ... 1

```
13
Properties=species:S:1:pos:R:3:nbo_charge:R:1
O 1.64 -1.88 0.26 -0.910
S 1.09 -0.77 -0.47 2.098
O 1.60 -0.54 -1.78 -0.922
C 1.17 0.72 0.71 -0.296
Cl 2.65 1.17 1.37 0.114
C -0.12 1.09 0.87 -0.178
C -1.15 0.52 0.06 -0.456
C -0.76 -0.82 -0.66 -0.447
Cl -1.45 -2.25 0.02 0.036
H -0.46 1.92 1.48 0.231
H -1.98 0.48 0.58 0.234
H -1.38 1.21 -0.72 0.239
H -0.84 -0.84 -1.72 0.256
```